Entry from the OMol25 dataset: an isolated molecule of C18H26N2O2S in a non-equilibrium geometry (ωB97M-V/def2-TZVPD).

Calculated values
ΔE to the lowest compared entry with this formula, charge and spin in kcal/mol: 349.13
HOMO in eV: -8.1
Lowest unoccupied orbital energy in eV: 0.024

The geometry in XYZ format:
```
49
Properties=species:S:1:pos:R:3:forces:R:3
C -0.18606 4.16796 -3.53713 -2.3 -4.3 0.1
C 0.56067 3.19117 -2.99119 0.4 2.2 -0.6
C 0.22852 1.75569 -2.51273 -3.5 2.9 -7.3
N 0.45001 1.71823 -1.18565 -6.9 4.5 -0.9
C 1.39769 1.12157 -0.80546 12.1 -3.8 11.6
O 1.80465 1.19603 0.49735 -2.2 -0.7 -4.2
S 2.63087 0.53685 -1.82331 1.8 -2.6 -1.9
C 3.72620 -0.67541 -0.82000 -7.0 3.1 5.5
C 3.35160 -2.10441 -0.68827 -0.3 -0.5 3.4
C 1.86314 -2.24151 -0.00375 8.7 -5.7 3.3
H 1.37391 -1.92094 -0.69040 -6.8 3.4 -8.3
H 1.82561 -3.34050 0.04854 -0.9 0.5 0.6
H 1.63897 -1.68080 0.81747 0.1 1.2 2.7
H 4.12126 -2.58151 0.12748 -1.6 0.9 -2.4
H 3.34727 -2.61072 -1.67312 0.1 0.0 0.7
H 3.67053 0.05671 0.28123 -0.2 -2.7 -2.8
H 4.59591 -0.40552 -1.07564 6.8 1.5 -2.7
C -0.39178 2.49548 -0.22631 5.8 -6.3 4.4
H -1.02516 2.91704 -0.75634 -5.5 5.2 -4.8
H 0.26926 3.04862 0.54923 -1.4 -1.0 -1.6
C -1.23164 1.38693 0.47482 0.2 5.7 7.1
O -1.72899 1.91706 1.56528 0.5 -2.8 -4.0
N -1.05000 0.11024 0.21699 0.4 2.7 -2.5
C -1.60084 -0.87796 0.91017 -3.5 -6.8 -4.0
C -2.44170 -2.07761 -0.09610 2.7 4.4 7.7
C -3.09419 -3.03225 0.70915 0.9 3.5 -9.3
C -2.95378 -3.14812 1.95717 6.2 -0.8 11.7
C -1.86180 -2.52908 2.74660 -3.9 6.3 -13.1
C -1.36302 -1.13877 2.16928 -0.9 -5.8 3.2
C -0.49633 -0.33245 2.96792 4.8 -0.7 -1.0
C 0.29265 -1.12415 4.09033 -4.7 5.6 0.9
H -0.52219 -1.27146 4.78059 0.2 -0.5 1.1
H 0.71452 -1.99122 3.85625 2.0 -3.3 -1.4
H 0.88389 -0.29322 4.43234 1.0 -0.5 0.8
H -1.05789 0.55964 3.20155 0.6 0.5 0.8
H 0.46222 -0.11949 2.30827 -2.2 0.7 0.6
H -1.80785 -2.76439 3.63464 1.1 -2.2 8.9
H -3.15144 -3.95629 2.66257 -1.5 -0.6 -1.2
H -3.65720 -3.62647 0.10048 -2.0 -2.0 -1.1
C -2.63809 -1.46209 -1.35598 -7.4 0.3 -0.4
H -3.65329 -2.10183 -1.61703 2.4 1.7 -0.8
H -3.00063 -0.30675 -1.37127 0.8 -2.6 0.5
H -1.90505 -1.52948 -2.04030 2.5 -0.6 -2.6
H -0.78054 0.06665 -0.75981 0.0 -1.3 0.2
H 0.89639 1.13866 -3.26664 -1.7 0.4 2.2
H -0.96403 1.68860 -2.70758 2.6 -0.5 0.0
H 1.56611 3.55602 -2.85912 0.7 -0.6 0.6
H -0.03198 5.14163 -3.87521 1.2 1.3 -0.1
H -1.17849 3.78637 -3.83973 0.0 0.6 0.3
```
Positions in Å, forces in eV/Å.